# C25H56BClI2N3O12P2Si

A structure of composition C25H56BClI2N3O12P2Si at a distorted geometry (ωB97M-V with the def2-TZVPD basis set, OMol25).

Structure (ORCA input):
```
! wB97M-V def2-TZVPD RIJCOSX def2/J DEFGRID3
* xyz 1 1
I -3.3377 -1.3845 4.7889
I -3.1206 4.4399 4.1174
Cl -0.9282 3.9563 0.6714
P -6.6405 0.6709 -3.3785
P 6.4206 -1.7042 -3.2897
Si 0.3444 -1.0423 0.7995
O -5.1136 0.4466 -3.9725
O 0.9079 -1.8452 8.5710
O -0.5605 0.0392 8.4581
O -7.0321 1.9570 -4.0423
O 6.8714 -1.2328 -1.7688
O 7.7209 -2.2002 -3.8450
O -7.4708 -0.3859 -4.3066
O -1.6175 0.7544 0.5048
O -6.4529 -0.5878 -2.3002
O 1.3019 2.9506 0.0579
O 5.7041 -3.1372 -2.9466
O 4.9141 -1.0272 -3.1030
N -1.5885 -1.2875 3.6355
N -0.2679 -1.0500 5.4983
N 0.1299 0.4878 3.8663
C 4.7230 0.3794 -3.1972
C 5.2926 0.9810 -4.4643
C -0.7373 3.0921 5.3755
C 6.1274 -4.3353 -3.6018
C -4.1823 1.5207 -4.0354
C 7.1361 -5.0821 -2.7495
C -1.2447 3.3154 3.9333
C -0.9468 0.1419 1.6041
C -8.1950 0.3708 -6.4924
C -0.3966 -2.6057 0.0231
C -3.2864 1.5461 -2.8122
C 7.7826 1.0081 -1.5108
C -8.6029 0.0453 -5.0681
C 0.7999 -0.4602 6.3408
C 8.0631 -0.4823 -1.5534
C 1.2609 -0.1391 -0.6138
C -1.6179 2.0249 3.1499
C -0.3969 1.1596 2.6431
C 1.7202 -1.6186 1.9965
C 0.5069 2.9192 0.8910
C -6.0949 0.7663 -0.2869
C 0.7820 2.0384 2.1298
C -2.0174 -0.7049 2.3254
C -0.5937 -0.5886 4.3105
C -5.6847 -0.4337 -1.1177
B 0.3909 -0.7976 7.8834
H -7.1251 0.6613 0.0561
H -9.0098 0.8646 -7.0243
H -4.6797 2.4846 -4.1548
H 1.3898 -0.8244 -1.4646
H -4.6208 -0.4082 -1.3707
H 8.6834 1.5629 -1.2434
H -6.0370 1.6951 -0.8642
H 2.3608 -2.3054 1.4139
H -5.8363 -1.3419 -0.5288
H -5.4471 0.8645 0.5879
H 7.4429 1.3679 -2.4851
H 0.5904 0.6747 -0.9570
H 3.6436 0.5478 -3.1786
H 4.7936 0.5681 -5.3424
H -3.8656 1.7757 -1.9126
H -1.3854 2.4304 5.9695
H -2.5466 0.9185 0.7314
H 8.8202 -0.6982 -2.3086
H 7.0036 1.2373 -0.7809
H -0.2641 -3.4559 0.7173
H -9.3190 -0.7783 -5.0748
H -2.9584 -0.1420 2.4987
H -0.7262 -1.8663 5.8907
H -7.3161 1.0157 -6.5244
H 5.1217 0.8646 -2.3030
H -3.5723 1.3566 -4.9254
H 0.3614 -1.9314 9.3741
H -0.5771 4.0769 5.8403
H -9.0923 0.8919 -4.5891
H -2.2621 2.3479 2.3174
H 7.9261 -4.4234 -2.3876
H 1.1269 0.2881 3.7824
H -2.8059 0.5770 -2.6613
H -2.2808 1.4412 3.8232
H 6.5253 -4.1159 -4.5912
H -0.5951 3.9878 3.3572
H -2.5098 2.3063 -2.9149
H -2.3239 -1.5509 1.6804
H 0.8359 0.6350 6.2771
H 2.1933 0.3425 -0.2792
H 7.5923 -5.8964 -3.3148
H 1.6805 1.4394 1.8948
H -7.9316 -0.5423 -7.0292
H 8.4640 -0.8008 -0.5892
H 0.2729 2.6377 5.2912
H 1.7719 -0.9517 6.1497
H 6.3623 0.7664 -4.5662
H 1.3557 -2.1418 2.8972
H 2.3534 -0.7382 2.2237
H 5.2405 -4.9563 -3.7425
H 0.1149 -2.8323 -0.9268
H 5.1574 2.0632 -4.4658
H 6.6498 -5.5012 -1.8662
H -1.4596 -2.4388 -0.2325
H 1.1238 2.7298 2.9283
H -1.1826 0.3414 7.7792
*
```

Calculated values
HOMO energy   -11.582 eV
HOMO-LUMO gap   6.60 eV
Lowest unoccupied orbital energy   -4.98 eV
Maximum force   7.87 eV/Å